1.
16
Properties=species:S:1:pos:R:3:forces:R:3:lowdin_charge:R:1 method="wB97M-V/def2-TZVPD" charge=0 e_above_lowest_kj_mol=536.7 smiles="O=N[C@@]12CC[C@@H]1C2.[H][H]"
C -0.826 -1.019 -0.085 -0.3 -0.1 -0.2 -0.0766
C -0.729 -0.024 -1.176 -0.3 0.0 -0.3 -0.1740
C -0.858 1.381 -0.582 -0.1 0.2 -0.1 -0.1140
C 0.380 1.124 0.333 0.1 0.0 0.1 -0.0908
C 0.475 -0.255 -0.295 -0.1 -0.2 0.5 -0.4713
N 1.581 -1.106 -0.533 0.4 0.4 0.4 0.0131
O 2.525 -0.849 0.187 -0.1 -0.1 -0.6 -0.0386
H -1.412 -0.796 0.810 0.2 0.0 -0.2 0.1123
H 0.401 -1.402 1.860 0.2 -0.1 0.4 0.0658
H -0.779 -2.069 -0.363 0.0 0.2 0.0 0.1165
H -0.842 -0.297 -2.215 0.0 0.0 0.0 0.1366
H -0.682 2.174 -1.309 0.0 -0.1 0.0 0.1080
H -1.809 1.566 -0.075 0.1 0.0 0.0 0.1092
H 0.205 1.158 1.414 0.1 -0.1 -0.2 0.1070
H 1.232 1.760 0.086 -0.1 -0.1 0.0 0.1136
H 1.138 -1.346 1.945 -0.1 -0.1 0.3 0.0832

=====

2.
16
Properties=species:S:1:pos:R:3:forces:R:3:lowdin_charge:R:1 method="wB97M-V/def2-TZVPD" charge=0 e_above_lowest_kj_mol=354.6
C -2.211 -0.432 0.002 -0.1 0.0 0.0 -0.0720
C -0.726 -0.092 -0.129 0.0 0.1 -0.1 -0.4252
C -0.387 1.301 0.402 0.2 0.2 0.1 -0.0899
C 2.499 0.307 -0.683 0.2 -0.2 -0.2 0.0174
O 3.085 -0.812 -0.403 -0.1 0.1 0.1 -0.0327
C 0.105 -1.104 0.546 0.6 -0.6 0.4 -0.1962
N 0.769 -1.905 1.060 -0.6 0.8 -0.5 0.1567
H -2.798 0.308 -0.552 0.1 -0.1 0.1 0.0826
H -2.522 -0.396 1.050 0.0 0.0 -0.1 0.0866
H -2.437 -1.425 -0.395 0.0 0.1 0.0 0.0818
H -0.422 -0.139 -1.183 -0.1 0.0 0.1 0.1375
H -0.934 2.066 -0.158 0.0 -0.2 0.1 0.0835
H -0.641 1.387 1.463 0.0 0.0 -0.1 0.0872
H 0.687 1.462 0.255 -0.4 0.1 0.2 0.0237
H 3.208 0.823 -1.367 0.1 -0.1 0.1 0.0202
H 2.496 -1.327 0.195 0.0 0.0 0.0 0.0389

=====

3.
16
Properties=species:S:1:pos:R:3:forces:R:3:lowdin_charge:R:1 method="wB97M-V/def2-TZVPD" charge=0 e_above_lowest_kj_mol=437.9 smiles=C[C@H]1N[C@H]1[C@H]1CO1
C -2.477 -0.410 0.177 0.5 0.1 -0.3 -0.0466
C -1.213 0.481 0.490 0.4 0.4 0.1 -0.2524
N -0.318 -0.142 1.438 0.2 -0.4 1.0 0.0209
C 0.376 0.615 0.421 -0.3 -0.5 -0.4 -0.2032
C 1.242 0.128 -0.694 -0.3 -0.2 -0.2 -0.2751
C 2.703 -0.014 -0.612 0.2 0.1 0.0 -0.1135
O 1.849 -1.148 -0.569 0.0 -0.4 -0.1 -0.0396
H -3.064 -0.207 -0.725 0.5 0.2 0.0 0.0596
H -3.184 -0.241 1.016 0.6 0.2 -0.3 0.0791
H -2.285 -1.492 0.210 0.3 0.3 -0.2 0.0655
H -1.492 1.504 0.678 -0.7 0.0 1.0 0.1016
H -0.286 -1.132 1.223 -0.1 -0.2 0.0 0.0956
H 0.890 1.410 0.989 -0.9 0.6 -0.9 0.1407
H 0.845 0.364 -1.681 0.1 -0.3 0.0 0.1404
H 3.289 0.066 -1.531 -0.1 0.1 0.2 0.1103
H 3.253 0.219 0.301 -0.3 -0.1 -0.1 0.1169